[1]
{
  "formula": "C2H2N2OS",
  "method": "ωB97M-V/def2-TZVPD",
  "total_charge": 0,
  "spin_multiplicity": 1,
  "e_homo_ev": -9.26,
  "max_force_ev_per_a": 7.307,
  "total_energy_ha": -660.19386,
  "e_lumo_ev": -0.5814,
  "elements": ["C", "C", "N", "N", "O", "S", "H", "H"],
  "coordinates": [[-2.156, 1.922, 0.120], [-1.364, 0.057, 0.033], [-2.789, 2.852, 0.033], [-0.086, 0.119, -0.174], [-2.092, -2.415, 0.065], [-2.605, -1.095, -0.060], [0.706, 0.525, 0.348], [0.139, -0.837, -0.524]]
}

[2]
{
  "formula": "C21H60AsF6O9",
  "method": "ωB97M-V/def2-TZVPD",
  "total_charge": -1,
  "spin_multiplicity": 1,
  "e_homo_ev": -7.17,
  "max_force_ev_per_a": 2.764,
  "total_energy_ha": -4348.42807,
  "e_lumo_ev": 2.6757,
  "elements": ["As", "F", "F", "F", "F", "F", "F", "C", "C", "C", "O", "H", "H", "H", "H", "H", "H", "H", "H", "C", "C", "C", "O", "H", "H", "H", "H", "H", "H", "H", "H", "C", "C", "C", "O", "H", "H", "H", "H", "H", "H", "H", "H", "C", "C", "C", "O", "H", "H", "H", "H", "H", "H", "H", "H", "C", "C", "C", "O", "H", "H", "H", "H", "H", "H", "H", "H", "C", "C", "C", "O", "H", "H", "H", "H", "H", "H", "H", "H", "C", "O", "H", "H", "H", "H", "C", "O", "H", "H", "H", "H", "C", "O", "H", "H", "H", "H"],
  "coordinates": [[-5.060, -10.025, 4.242], [-3.442, -9.385, 4.121], [-5.540, -8.897, 2.994], [-6.651, -10.729, 4.230], [-4.557, -11.173, 5.489], [-5.582, -8.891, 5.466], [-4.635, -11.257, 3.068], [-3.106, -6.326, 5.629], [-3.201, -4.891, 6.175], [-2.815, -3.942, 5.051], [-4.511, -4.570, 6.597], [-3.788, -6.429, 4.783], [-3.359, -7.024, 6.429], [-2.104, -6.526, 5.249], [-2.532, -4.781, 7.033], [-2.906, -2.908, 5.388], [-3.334, -4.142, 4.116], [-1.751, -4.061, 4.807], [-5.140, -5.290, 6.415], [0.464, -11.272, 1.549], [-0.740, -12.210, 1.354], [-0.872, -13.233, 2.467], [-1.938, -11.463, 1.275], [1.367, -11.822, 1.279], [0.524, -10.900, 2.571], [0.335, -10.418, 0.889], [-0.675, -12.787, 0.428], [-1.141, -12.728, 3.403], [0.052, -13.756, 2.726], [-1.656, -13.963, 2.262], [-2.256, -11.143, 2.127], [-2.040, -8.303, 0.326], [-1.820, -7.188, 1.353], [-3.102, -6.375, 1.548], [-1.522, -7.841, 2.592], [-1.201, -8.986, 0.194], [-2.271, -7.839, -0.640], [-2.816, -9.034, 0.564], [-0.950, -6.565, 1.138], [-2.933, -5.631, 2.324], [-3.856, -7.091, 1.885], [-3.462, -5.897, 0.637], [-2.336, -8.097, 3.039], [-3.275, -15.517, 4.792], [-4.429, -14.542, 4.714], [-5.531, -14.940, 3.719], [-4.912, -14.219, 6.011], [-2.948, -15.787, 3.783], [-3.544, -16.436, 5.313], [-2.391, -15.066, 5.245], [-4.135, -13.560, 4.338], [-5.257, -14.915, 2.662], [-6.408, -14.315, 3.881], [-5.838, -15.991, 3.809], [-4.835, -13.258, 6.010], [-9.306, -11.213, 6.551], [-9.847, -10.188, 5.530], [-9.202, -8.821, 5.838], [-9.423, -10.611, 4.251], [-9.542, -10.933, 7.582], [-8.215, -11.266, 6.516], [-9.726, -12.196, 6.335], [-10.927, -10.209, 5.668], [-8.159, -8.763, 5.538], [-9.320, -8.550, 6.890], [-9.716, -8.031, 5.282], [-8.476, -10.808, 4.299], [-5.664, -8.590, 8.739], [-6.313, -7.237, 8.530], [-5.725, -6.109, 9.378], [-6.061, -6.831, 7.159], [-4.584, -8.447, 8.662], [-5.982, -9.278, 7.958], [-6.003, -9.045, 9.672], [-7.399, -7.366, 8.620], [-6.063, -5.134, 9.033], [-4.650, -6.165, 9.196], [-5.928, -6.210, 10.444], [-5.884, -7.633, 6.636], [-6.360, -5.073, 3.110], [-7.571, -5.279, 2.398], [-5.611, -4.530, 2.523], [-6.567, -4.381, 3.935], [-5.992, -6.013, 3.523], [-7.571, -6.230, 2.150], [-4.895, -11.616, -0.251], [-5.534, -12.494, 0.635], [-3.867, -11.940, -0.473], [-5.422, -11.466, -1.193], [-4.744, -10.653, 0.259], [-5.339, -12.264, 1.547], [-8.429, -8.647, 1.105], [-7.342, -7.762, 1.348], [-9.348, -8.069, 1.218], [-8.474, -9.072, 0.096], [-8.375, -9.482, 1.806], [-6.627, -8.291, 1.733]]
}

[3]
{
  "formula": "C39H78O39",
  "method": "ωB97M-V/def2-TZVPD",
  "total_charge": 0,
  "spin_multiplicity": 1,
  "e_homo_ev": -10.39,
  "max_force_ev_per_a": 6.087,
  "total_energy_ha": -4467.00568,
  "e_lumo_ev": 0.4244,
  "elements": ["C", "O", "C", "O", "O", "C", "H", "H", "H", "H", "H", "H", "C", "O", "C", "O", "O", "C", "H", "H", "H", "H", "H", "H", "C", "O", "C", "O", "O", "C", "H", "H", "H", "H", "H", "H", "C", "O", "C", "O", "O", "C", "H", "H", "H", "H", "H", "H", "C", "O", "C", "O", "O", "C", "H", "H", "H", "H", "H", "H", "C", "O", "C", "O", "O", "C", "H", "H", "H", "H", "H", "H", "C", "O", "C", "O", "O", "C", "H", "H", "H", "H", "H", "H", "C", "O", "C", "O", "O", "C", "H", "H", "H", "H", "H", "H", "C", "O", "C", "O", "O", "C", "H", "H", "H", "H", "H", "H", "C", "O", "C", "O", "O", "C", "H", "H", "H", "H", "H", "H", "C", "O", "C", "O", "O", "C", "H", "H", "H", "H", "H", "H", "C", "O", "C", "O", "O", "C", "H", "H", "H", "H", "H", "H", "C", "O", "C", "O", "O", "C", "H", "H", "H", "H", "H", "H"],
  "coordinates": [[0.240, -1.486, -3.602], [-1.070, -2.068, -3.173], [-1.090, -3.213, -2.554], [-0.102, -3.990, -2.442], [-2.320, -3.431, -2.193], [-2.774, -4.778, -2.013], [0.691, -0.884, -2.814], [0.212, -0.730, -4.386], [0.942, -2.251, -3.935], [-3.431, -4.854, -2.879], [-3.206, -4.978, -1.033], [-2.134, -5.640, -2.203], [-3.726, -1.483, 0.373], [-4.161, -1.185, 1.680], [-4.872, -0.069, 1.961], [-5.474, 0.567, 1.103], [-4.740, 0.284, 3.281], [-5.712, 1.169, 3.856], [-2.938, -0.827, 0.002], [-4.618, -1.568, -0.248], [-3.155, -2.411, 0.362], [-6.335, 0.423, 4.348], [-6.312, 1.761, 3.166], [-5.155, 1.761, 4.582], [-3.860, 2.561, -0.426], [-3.221, 3.675, -0.925], [-3.375, 4.053, -2.213], [-4.412, 3.787, -2.826], [-2.251, 4.645, -2.750], [-2.233, 4.829, -4.112], [-4.056, 1.786, -1.166], [-4.882, 2.828, -0.157], [-3.223, 2.164, 0.364], [-1.198, 4.714, -4.435], [-2.590, 5.850, -4.243], [-2.882, 4.122, -4.629], [0.133, -3.359, 5.134], [0.360, -2.080, 5.826], [-0.663, -1.342, 6.368], [-1.836, -1.696, 6.525], [-0.170, -0.162, 6.688], [-1.010, 0.799, 7.365], [0.147, -3.404, 4.045], [-0.868, -3.656, 5.448], [0.852, -4.148, 5.354], [-1.755, 1.336, 6.778], [-0.400, 1.595, 7.794], [-1.597, 0.427, 8.205], [-2.930, -7.198, 1.501], [-3.605, -6.463, 2.506], [-2.971, -5.674, 3.348], [-1.801, -5.304, 3.390], [-3.907, -5.077, 4.087], [-3.612, -4.289, 5.189], [-3.586, -8.047, 1.311], [-1.963, -7.547, 1.864], [-2.997, -6.495, 0.671], [-4.579, -4.000, 5.602], [-3.071, -3.386, 4.905], [-3.020, -4.795, 5.951], [-0.629, -0.636, 2.141], [0.248, 0.318, 1.588], [0.199, 0.615, 0.266], [-0.573, 0.085, -0.531], [1.132, 1.503, -0.086], [1.219, 2.016, -1.434], [-1.002, -1.319, 1.378], [-1.511, -0.041, 2.379], [-0.348, -1.126, 3.073], [2.214, 2.168, -1.852], [0.558, 2.865, -1.610], [0.833, 1.328, -2.187], [2.344, 2.704, -6.832], [1.210, 2.807, -6.000], [0.319, 1.865, -5.861], [0.231, 0.789, -6.553], [-0.523, 2.241, -4.845], [-1.672, 1.482, -4.755], [2.944, 1.798, -6.745], [2.997, 3.494, -6.458], [2.092, 2.831, -7.884], [-2.193, 1.532, -5.711], [-2.296, 1.778, -3.912], [-1.358, 0.458, -4.556], [4.889, 3.520, -0.660], [4.105, 4.731, -0.795], [3.266, 5.020, -1.836], [3.164, 4.243, -2.888], [2.495, 6.003, -1.443], [1.269, 6.309, -2.244], [5.382, 3.126, -1.549], [4.289, 2.773, -0.141], [5.679, 3.888, -0.005], [1.369, 6.819, -3.202], [0.646, 7.034, -1.720], [0.630, 5.444, -2.424], [1.801, 3.460, 3.369], [1.748, 4.626, 2.537], [2.814, 5.468, 2.584], [3.687, 5.571, 3.441], [2.682, 6.298, 1.527], [3.707, 7.198, 1.218], [1.915, 3.754, 4.413], [2.704, 2.903, 3.120], [0.903, 2.882, 3.147], [3.504, 7.725, 0.286], [4.711, 6.822, 1.022], [3.676, 7.934, 2.022], [0.488, -4.959, 0.386], [0.960, -4.670, 1.681], [2.195, -4.676, 1.917], [3.114, -4.835, 1.104], [2.279, -4.546, 3.254], [3.488, -4.618, 3.888], [-0.487, -4.473, 0.380], [0.367, -6.023, 0.182], [1.009, -4.356, -0.358], [4.214, -3.938, 3.442], [3.917, -5.618, 3.824], [3.424, -4.539, 4.973], [3.310, -0.723, 3.864], [4.713, -1.149, 3.766], [5.317, -1.223, 2.495], [4.827, -0.760, 1.439], [6.562, -1.817, 2.509], [7.414, -1.696, 1.364], [3.229, 0.116, 3.174], [3.185, -0.377, 4.890], [2.485, -1.390, 3.614], [8.221, -1.014, 1.631], [7.069, -1.234, 0.439], [7.848, -2.677, 1.170], [4.640, 1.907, -4.313], [3.674, 1.013, -3.657], [4.145, 0.182, -2.615], [5.307, 0.064, -2.161], [3.129, -0.627, -2.265], [3.306, -1.635, -1.372], [4.262, 2.927, -4.377], [5.021, 1.518, -5.257], [5.399, 2.108, -3.557], [2.912, -1.324, -0.404], [4.369, -1.878, -1.373], [2.809, -2.577, -1.605], [-4.081, -2.300, -5.129], [-5.136, -1.473, -4.582], [-4.958, -0.390, -3.744], [-3.891, -0.021, -3.229], [-6.146, 0.155, -3.481], [-6.359, 1.039, -2.388], [-3.278, -1.726, -5.592], [-4.518, -3.087, -5.744], [-3.445, -2.685, -4.332], [-6.036, 2.076, -2.473], [-6.028, 0.538, -1.478], [-7.440, 1.111, -2.268]]
}

[4]
{
  "formula": "H19O9",
  "method": "ωB97M-V/def2-TZVPD",
  "total_charge": 2,
  "spin_multiplicity": 2,
  "e_homo_ev": [-16.78, -16.76],
  "max_force_ev_per_a": 3.321,
  "total_energy_ha": -687.75412,
  "e_lumo_ev": [-6.5400, -13.9876],
  "elements": ["O", "H", "H", "O", "H", "O", "H", "H", "O", "H", "H", "O", "H", "H", "O", "H", "H", "O", "H", "H", "O", "H", "H", "O", "H", "H", "H", "H"],
  "coordinates": [[-1.279, 0.444, -3.524], [-4.364, -0.639, -1.087], [0.775, 0.238, -3.071], [3.397, -1.798, 0.579], [2.883, -1.162, -0.045], [-3.665, 1.552, 1.499], [0.712, -1.952, 2.159], [-4.164, 1.325, 2.318], [-0.104, 0.946, -0.171], [-2.813, 1.771, 1.947], [3.074, -2.695, 0.358], [3.003, 0.464, -0.542], [-3.418, 0.303, -0.354], [2.088, 0.299, -0.868], [-3.493, -0.646, -0.617], [0.071, 1.781, -0.635], [3.296, 0.045, -1.385], [-1.027, 1.168, 3.124], [-1.596, -0.442, -3.727], [-0.339, 0.729, 2.617], [1.555, -2.425, 2.172], [-0.094, 1.284, 0.736], [-0.586, 1.502, 3.925], [1.558, 0.791, -3.142], [1.418, -3.002, 2.940], [3.084, -1.646, 1.551], [-1.676, 0.731, -2.696], [1.703, 1.033, -4.061]]
}

[5]
{
  "formula": "C11H21ClN6O2PdSi",
  "method": "ωB97M-V/def2-TZVPD",
  "total_charge": 2,
  "spin_multiplicity": 5,
  "e_homo_ev": [-14.74, -16.00],
  "max_force_ev_per_a": 0.966,
  "total_energy_ha": -1787.56602,
  "e_lumo_ev": [-6.5819, -8.8467],
  "elements": ["Pd", "N", "N", "C", "N", "N", "N", "O", "O", "H", "H", "H", "H", "H", "C", "Si", "C", "C", "N", "C", "C", "C", "C", "C", "C", "H", "H", "H", "H", "H", "H", "H", "H", "H", "H", "H", "H", "H", "H", "Cl", "C", "H", "H"],
  "coordinates": [[0.302, 0.180, -0.329], [-0.202, -0.292, 2.163], [-0.776, -1.575, 2.228], [-0.998, -2.286, 1.108], [-1.575, -3.470, 1.186], [-0.599, -1.666, -0.007], [-0.967, -2.089, -1.266], [-0.640, -1.256, -2.115], [-1.536, -3.122, -1.481], [0.695, -0.306, 2.641], [-0.813, 0.368, 2.634], [-0.945, -1.997, 3.130], [-1.869, -3.856, 2.070], [-1.745, -3.992, 0.338], [1.449, 3.035, -0.603], [0.030, 2.805, -1.776], [0.477, 1.762, -3.225], [-0.650, 4.409, -2.327], [-1.075, 1.738, -0.779], [-2.344, 1.794, -0.384], [-2.955, 0.743, 0.374], [-4.265, 0.821, 0.750], [-5.036, 1.944, 0.400], [-4.470, 2.991, -0.334], [-3.159, 2.932, -0.723], [2.333, 3.384, -1.144], [1.769, 2.150, -0.037], [1.182, 3.788, 0.144], [1.325, 2.215, -3.747], [-0.364, 1.719, -3.924], [0.745, 0.730, -2.998], [0.149, 4.914, -2.882], [-0.933, 5.059, -1.496], [-1.497, 4.294, -3.006], [-2.357, -0.118, 0.628], [-4.719, 0.017, 1.314], [-6.075, 1.996, 0.698], [-5.070, 3.852, -0.599], [-2.727, 3.738, -1.292], [2.714, -0.498, 0.555], [2.398, -0.783, -1.132], [2.320, -1.830, -1.390], [2.923, -0.110, -1.795]]
}

[6]
{
  "formula": "C22H75N5O13",
  "method": "ωB97M-V/def2-TZVPD",
  "total_charge": 0,
  "spin_multiplicity": 1,
  "e_homo_ev": -9.05,
  "max_force_ev_per_a": 3.477,
  "total_energy_ha": -2134.94550,
  "e_lumo_ev": -0.0416,
  "elements": ["O", "H", "H", "O", "H", "H", "O", "H", "H", "O", "H", "H", "O", "H", "H", "O", "H", "H", "O", "H", "H", "C", "C", "O", "H", "H", "H", "H", "H", "H", "C", "C", "C", "O", "C", "N", "H", "H", "H", "H", "H", "H", "H", "H", "H", "H", "H", "C", "C", "C", "O", "C", "N", "H", "H", "H", "H", "H", "H", "H", "H", "H", "H", "H", "C", "C", "C", "O", "C", "N", "H", "H", "H", "H", "H", "H", "H", "H", "H", "H", "H", "C", "C", "C", "O", "C", "N", "H", "H", "H", "H", "H", "H", "H", "H", "H", "H", "H", "C", "C", "C", "O", "C", "N", "H", "H", "H", "H", "H", "H", "H", "H", "H", "H", "H"],
  "coordinates": [[5.943, 2.171, 0.641], [5.420, 1.453, 0.252], [6.055, 1.922, 1.568], [0.572, -3.617, 4.059], [0.699, -2.953, 3.377], [-0.363, -3.854, 3.991], [2.001, -3.593, -1.180], [1.581, -2.878, -1.667], [1.267, -4.030, -0.693], [-2.005, -3.675, 2.286], [-1.880, -2.714, 2.479], [-1.579, -3.812, 1.434], [0.248, -0.222, 5.375], [0.356, -1.066, 5.836], [1.096, 0.224, 5.478], [3.845, -2.543, 0.928], [3.539, -3.454, 0.870], [3.226, -2.049, 0.377], [-0.398, -4.531, -0.302], [-1.088, -4.788, -0.926], [-0.548, -5.087, 0.475], [2.330, 5.344, 2.239], [2.991, 4.122, 1.652], [4.360, 4.213, 2.054], [2.623, 6.275, 1.747], [2.515, 5.516, 3.297], [1.242, 5.286, 2.104], [2.787, 3.929, 0.596], [2.627, 3.246, 2.215], [4.926, 3.694, 1.457], [-0.811, -1.088, 0.324], [-0.254, -0.943, 1.715], [0.927, -0.018, 1.948], [1.873, -0.421, 0.970], [3.081, 0.299, 0.942], [-1.248, -1.040, 2.840], [-1.256, -0.172, -0.072], [-1.669, -1.767, 0.349], [-0.125, -1.560, -0.370], [0.198, -1.909, 1.981], [1.403, -0.206, 2.916], [0.704, 1.051, 1.838], [3.599, 0.173, -0.007], [3.718, -0.114, 1.733], [2.940, 1.363, 1.145], [-0.797, -0.767, 3.720], [-1.814, -0.188, 2.720], [4.134, 2.353, -4.465], [5.111, 1.986, -3.330], [4.900, 0.551, -2.818], [5.612, 0.529, -1.597], [5.856, -0.747, -1.046], [6.474, 2.278, -3.707], [4.061, 1.507, -5.151], [4.564, 3.214, -4.975], [3.142, 2.607, -4.094], [4.962, 2.631, -2.460], [5.212, -0.220, -3.528], [3.827, 0.437, -2.604], [6.130, -0.638, 0.005], [6.679, -1.279, -1.531], [4.997, -1.423, -1.011], [7.096, 2.111, -2.925], [6.895, 1.831, -4.510], [1.529, -0.837, -4.450], [0.271, -0.242, -3.827], [0.416, 1.199, -3.337], [-0.741, 1.407, -2.534], [-0.674, 2.629, -1.821], [-0.891, -0.420, -4.697], [1.969, -0.195, -5.221], [1.260, -1.783, -4.913], [2.277, -0.877, -3.655], [0.118, -0.899, -2.962], [0.500, 1.863, -4.203], [1.331, 1.261, -2.735], [-0.493, 3.503, -2.452], [0.092, 2.569, -1.040], [-1.659, 2.727, -1.363], [-1.607, -0.086, -4.055], [-0.877, 0.130, -5.546], [-2.763, -1.865, 6.324], [-4.147, -1.783, 5.629], [-4.742, -0.404, 5.897], [-5.132, -0.310, 7.252], [-5.779, 0.914, 7.558], [-4.031, -2.140, 4.218], [-2.189, -2.729, 5.987], [-2.906, -1.917, 7.406], [-2.205, -0.949, 6.119], [-4.867, -2.546, 5.933], [-5.674, -0.427, 5.310], [-4.156, 0.478, 5.620], [-5.997, 0.931, 8.618], [-6.687, 1.003, 6.952], [-5.136, 1.736, 7.225], [-3.692, -3.092, 4.152], [-3.312, -1.602, 3.739], [-5.772, 0.325, -6.038], [-5.789, 0.851, -4.635], [-5.383, -0.228, -3.606], [-3.991, -0.526, -3.818], [-3.563, -1.546, -2.945], [-4.872, 2.024, -4.548], [-6.427, -0.535, -6.226], [-4.829, -0.001, -6.473], [-6.275, 1.080, -6.650], [-6.741, 1.280, -4.308], [-5.905, -1.190, -3.617], [-5.508, 0.139, -2.577], [-4.084, -2.512, -2.963], [-3.500, -1.214, -1.906], [-2.599, -1.835, -3.373], [-4.001, 1.577, -4.857], [-4.665, 2.114, -3.550]]
}

[7]
{
  "formula": "C3H2N2O",
  "method": "ωB97M-V/def2-TZVPD",
  "total_charge": 0,
  "spin_multiplicity": 1,
  "e_homo_ev": [-10.86, -7.89],
  "max_force_ev_per_a": 6.009,
  "total_energy_ha": -299.91962,
  "e_lumo_ev": [-0.2336, -3.2019],
  "elements": ["C", "C", "C", "N", "N", "O", "H", "H"],
  "coordinates": [[-0.816, -1.101, -0.089], [-1.261, -2.218, -0.013], [-0.731, 0.364, -0.015], [0.695, 0.773, -0.041], [1.747, 0.295, -0.032], [2.887, 0.452, -0.040], [-1.449, 0.799, -0.770], [-1.071, 0.636, 1.001]]
}